Here is 2 unconnected molecules or ions with the total composition C2HF3NOS from the Open Molecules 2025 dataset. Energies are from ωB97M-V with the def2-TZVPD basis set.

Each line ends with the Löwdin charge.
Element x y z (Å)
C: 1.799 -0.157 2.450  -0.4890
C: -0.092 -0.439 -1.417  -0.5360
N: 0.746 0.081 1.972  -0.4715
O: 2.777 -0.631 2.925  0.0182
F: -1.237 -0.792 -2.025  0.0686
F: 0.568 0.341 -2.290  0.0693
F: 0.631 -1.556 -1.264  0.0799
S: -0.455 1.084 1.422  0.2870
H: -0.281 0.095 -0.436  -0.0263

Properties
HOMO level (eV): -3.3
Energy relative to the best compared isomer or geometry (same formula, charge and spin) (eV): 0.990
Maximum force (eV/A): 1.581
2S+1: 1
Net charge: -1

Here is a molecular structure, C26H51Cl3LaN2O6PSi from the Open Molecules 2025 dataset. Energies are from ωB97M-V with the def2-TZVPD basis set.

Each line ends with the Löwdin charge.
Element x y z (Å)
C: -2.002 5.840 0.038  -0.0607
C: -2.479 4.526 0.566  -0.2324
H: -2.732 6.638 0.226  0.0689
H: -1.858 5.796 -1.048  0.0796
H: -1.044 6.087 0.512  0.0798
C: -3.786 4.201 0.550  -0.1475
C: -4.824 4.972 -0.197  -0.1202
H: -4.183 3.367 1.129  0.0925
H: -4.615 5.031 -1.281  0.0761
H: -4.854 5.976 0.246  0.0673
H: -5.821 4.524 -0.125  0.0608
La: 1.128 -1.148 -1.664  1.2400
Cl: 1.709 -0.041 0.819  -0.0566
Cl: 1.653 -1.732 -4.175  -0.2903
H: 6.008 -4.529 -2.332  0.0997
H: 7.392 -3.053 -0.618  0.0967
C: 5.504 -3.594 -2.599  -0.0139
C: 6.782 -2.224 -0.993  -0.0268
N: 5.483 -2.719 -1.441  -0.1708
H: 4.485 -3.823 -2.909  0.0906
C: 4.365 -2.243 -0.918  -0.2467
O: 3.219 -2.323 -1.468  -0.2996
H: 6.637 -1.499 -0.192  0.0933
H: 4.456 -1.749 0.060  0.1428
H: 6.038 -3.110 -3.429  0.1040
H: 7.309 -1.749 -1.828  0.1000
H: -2.134 1.979 -2.135  0.0640
H: -5.064 0.544 -1.114  0.0883
C: -2.614 1.226 -2.782  -0.0456
C: -4.633 -0.019 -1.947  -0.0302
N: -3.185 0.130 -1.991  -0.1552
H: -1.873 0.849 -3.498  0.0791
C: -2.421 -0.820 -1.452  -0.2453
O: -1.222 -1.039 -1.778  -0.3138
H: -4.866 -1.074 -1.832  0.0922
H: -2.908 -1.453 -0.704  0.1495
H: -3.441 1.709 -3.314  0.0921
H: -5.052 0.360 -2.881  0.0944
O: -0.399 3.359 0.142  -0.2961
C: -1.355 3.608 1.082  -0.4789
C: -2.822 1.521 1.006  -0.0836
C: -1.952 2.329 1.723  -0.1591
H: -3.083 1.824 -0.017  0.0954
C: -3.511 0.472 1.610  -0.1011
H: -0.909 4.142 1.954  0.1190
C: -1.725 2.067 3.076  -0.0226
H: -4.297 -0.043 1.064  0.0808
C: -3.286 0.190 2.974  -0.1142
C: -2.368 0.977 3.685  -0.0913
H: -1.081 2.754 3.644  0.1131
H: -3.828 -0.634 3.441  0.0893
H: -2.210 0.806 4.749  0.0932
Si: 2.074 3.031 -1.783  0.4253
Cl: 0.473 1.349 -1.989  0.2669
C: 2.788 2.834 -3.535  -0.2334
C: 3.359 2.374 -0.608  -0.2414
C: 1.363 4.721 -1.568  -0.2077
H: 2.797 1.776 -3.868  0.0147
H: 3.821 3.221 -3.624  0.0343
H: 2.181 3.402 -4.258  0.0289
H: 0.490 4.820 -2.232  0.0422
H: 2.119 5.486 -1.827  0.0439
H: 1.042 4.858 -0.530  0.0188
H: 2.881 1.817 0.219  -0.0863
H: 3.929 3.202 -0.162  0.0395
H: 4.068 1.684 -1.106  0.0330
C: 2.185 -3.014 3.801  -0.0838
C: 2.381 -2.970 2.309  -0.3242
O: 1.263 -3.525 1.576  -0.3219
P: -0.027 -2.613 1.070  0.7549
O: -0.742 -2.169 2.459  -0.3055
C: -1.673 -2.979 3.249  -0.2601
C: -1.111 -4.294 3.716  -0.0810
O: -1.057 -3.782 0.542  -0.3254
C: -0.602 -4.817 -0.380  -0.2603
C: 0.103 -4.294 -1.613  -0.1229
H: 1.380 -2.343 4.101  0.0756
H: 3.102 -2.654 4.274  0.0812
H: 1.991 -4.029 4.162  0.0747
H: 2.545 -1.918 2.008  0.0060
H: 3.255 -3.543 1.985  0.1095
H: -1.925 -2.337 4.100  0.1129
H: -2.587 -3.132 2.658  0.1125
H: -0.214 -4.150 4.327  0.0604
H: -1.870 -4.785 4.337  0.0837
H: -0.902 -4.963 2.871  0.0739
H: 0.046 -5.512 0.168  0.1168
H: -1.519 -5.347 -0.653  0.1199
H: 1.126 -3.955 -1.382  0.0365
H: 0.217 -5.120 -2.321  0.0939
H: -0.484 -3.515 -2.128  0.0540

Properties
HOMO level (eV): -5.9
Energy relative to the best compared isomer or geometry (same formula, charge and spin) (eV): 3.970
Maximum force (eV/A): 3.064
2S+1: 1
Net charge: 0

Here is 2 unconnected molecules or ions with the total composition C3H11N3O from the Open Molecules 2025 dataset. Energies are from ωB97M-V with the def2-TZVPD basis set.

Each line ends with the Löwdin charge.
Element x y z (Å)
C: 0.375 -1.321 -2.013  -0.1439
C: 1.347 1.076 0.694  -0.1082
C: 0.960 -0.261 0.078  -0.3405
N: 0.476 -0.084 -1.262  -0.1514
H: 1.820 -0.938 0.066  0.1126
H: -0.272 -2.067 -1.532  0.0753
H: 1.372 -1.750 -2.127  0.0735
H: -0.026 -1.099 -3.000  0.0745
H: 0.484 1.739 0.718  0.0498
H: 1.693 0.935 1.717  0.0657
H: 2.138 1.540 0.110  0.0699
N: -1.879 -0.275 0.978  -0.1594
N: -1.958 0.707 1.863  0.0786
O: -2.126 0.050 -0.189  -0.0886
H: -0.457 0.340 -1.215  0.0689
H: 0.105 -0.709 0.723  0.0943
H: -1.930 0.450 2.835  0.1081
H: -2.121 1.667 1.557  0.1207

Properties
HOMO level (eV): -8.2
Energy relative to the best compared isomer or geometry (same formula, charge and spin) (eV): 3.488
Maximum force (eV/A): 1.846
2S+1: 1
Net charge: 0
Structure (SMILES): CCNC.NN=O

Q: Number 2 is which compound?
A: C26H51Cl3LaN2O6PSi